i) Formula: C2H5F2N
Source: the OMol25 dataset
Level of theory: ωB97M-V/def2-TZVPD

Results
E_HOMO ... -10.50 eV
LUMO energy ... 1.12 eV
Total charge ... 0
Molar mass ... 81.06 g mol⁻¹
Orbital gap ... 11.6 eV

Structure (XYZ):
```
10
C2H5F2N | the OMol25 dataset | ωB97M-V/def2-TZVPD
C -0.512 0.275 -1.170
C -0.315 0.349 0.412
N 1.009 -0.225 0.846
F -0.349 1.547 -1.662
F -1.292 -0.382 1.053
H -1.475 -0.118 -1.394
H 0.121 -0.431 -1.646
H -0.363 1.379 0.639
H 0.929 -0.686 1.815
H 1.106 -1.078 0.221
```

Atom charges from the Löwdin analysis, given in e for atoms 1 to 8: number 1, C, carries -0.136; number 2, C, carries -0.350; number 3, N, carries 0.034; number 4, F, carries -0.032; number 5, F, carries -0.021; number 6, H, carries 0.107; number 7, H, carries 0.100; number 8, H, carries 0.119

---

ii) Formula: C2H5F2N
Source: the OMol25 dataset
Level of theory: ωB97M-V/def2-TZVPD

Results
E_HOMO ... -10.85 eV
LUMO energy ... 1.02 eV
Total charge ... 0
Molar mass ... 81.06 g mol⁻¹
Orbital gap ... 11.9 eV

Structure (XYZ):
```
10
C2H5F2N | the OMol25 dataset | ωB97M-V/def2-TZVPD
C -0.275 -0.491 -1.169
C 0.203 0.453 0.009
N 0.350 -0.081 1.314
F 0.680 -1.406 -1.527
F -0.706 1.563 -0.019
H -0.633 0.047 -2.014
H -1.037 -1.130 -0.742
H 1.367 1.049 -0.159
H -0.471 -0.210 1.787
H 0.882 0.675 1.915
```

Atom charges from the Löwdin analysis, given in e for atoms 1 to 8: number 1, C, carries -0.151; number 2, C, carries -0.380; number 3, N, carries 0.056; number 4, F, carries -0.042; number 5, F, carries -0.082; number 6, H, carries 0.108; number 7, H, carries 0.117; number 8, H, carries 0.205

---

i) ends up most stable, edging out the next structure by 0.0182 hartree.

---

i) Formula: C4H8N2O2
Source: the OMol25 dataset
Level of theory: ωB97M-V/def2-TZVPD

Results
E_HOMO ... -8.90 eV
LUMO energy ... -0.76 eV
Total charge ... 0
Molar mass ... 116.12 g mol⁻¹
Orbital gap ... 8.1 eV

Structure (XYZ):
```
16
C4H8N2O2 | the OMol25 dataset | ωB97M-V/def2-TZVPD
C -1.288 -0.705 0.413
C -1.646 0.779 -0.023
C -0.764 -0.014 -0.835
C 2.689 -0.383 -0.388
H 0.582 -1.085 0.955
H 0.208 0.056 1.710
H -1.981 -1.606 0.124
H -2.714 0.667 -0.556
H -0.753 2.716 -0.033
H -1.019 -0.385 -1.931
H 3.203 0.707 0.203
H 3.072 -1.504 -0.352
N -0.367 -0.888 1.593
N 1.368 -0.527 -0.916
O -1.163 1.596 0.880
O 0.573 0.578 -0.845
```

Atom charges from the Löwdin analysis, given in e for atoms 1 to 8: number 1, C, carries -0.228; number 2, C, carries -0.463; number 3, C, carries -0.289; number 4, C, carries -0.015; number 5, H, carries 0.090; number 6, H, carries 0.101; number 7, H, carries 0.161; number 8, H, carries 0.178

---

ii) Formula: C4H8N2O2
Source: the OMol25 dataset
Level of theory: ωB97M-V/def2-TZVPD

Results
E_HOMO ... -8.44 eV
LUMO energy ... 0.78 eV
Total charge ... 0
Molar mass ... 116.12 g mol⁻¹
Orbital gap ... 9.2 eV

Structure (XYZ):
```
16
C4H8N2O2 | the OMol25 dataset | ωB97M-V/def2-TZVPD
C 3.148 0.739 0.319
C -2.116 0.127 0.159
C 0.983 -0.717 0.037
C 1.836 0.140 0.153
N -3.112 0.991 0.529
N 0.193 -1.624 -0.586
O -1.526 0.590 -0.998
O -2.246 -1.050 0.452
H -0.913 -0.116 -1.336
H -3.840 0.660 1.136
H -3.072 1.962 0.273
H -0.469 -2.103 0.021
H 0.605 -2.243 -1.272
H 3.201 1.292 1.258
H 3.409 1.384 -0.521
H 3.918 -0.033 0.375
```

Atom charges from the Löwdin analysis, given in e for atoms 1 to 8: number 1, C, carries -0.125; number 2, C, carries -0.610; number 3, C, carries -0.170; number 4, C, carries -0.080; number 5, N, carries 0.157; number 6, N, carries 0.029; number 7, O, carries 0.051; number 8, O, carries 0.033

---

iii) Formula: C4H8N2O2
Source: the OMol25 dataset
Level of theory: ωB97M-V/def2-TZVPD

Results
E_HOMO ... -9.57 eV
LUMO energy ... 0.82 eV
Total charge ... 0
Molar mass ... 116.12 g mol⁻¹
Orbital gap ... 10.4 eV

Structure (XYZ):
```
16
C4H8N2O2 | the OMol25 dataset | ωB97M-V/def2-TZVPD
C 2.107 -2.436 -0.483
C 2.165 -1.040 0.132
C 0.064 0.029 0.629
C -2.223 1.753 -0.330
H 2.424 -3.571 0.108
H 1.010 -2.408 -0.799
H 2.647 -2.527 -1.585
H 3.206 -0.926 0.643
H 2.327 -0.281 -0.610
H -0.658 0.142 1.412
H -1.192 1.132 -2.069
H -2.903 2.431 -1.019
N -0.125 0.264 -0.576
N -1.267 1.081 -0.998
O 1.179 -0.785 1.035
O -2.404 1.629 0.871
```

Atom charges from the Löwdin analysis, given in e for atoms 1 to 8: number 1, C, carries -0.123; number 2, C, carries -0.390; number 3, C, carries -0.135; number 4, C, carries -0.373; number 5, H, carries 0.150; number 6, H, carries 0.062; number 7, H, carries 0.108; number 8, H, carries 0.139

---

iv) Formula: C4H8N2O2
Source: the OMol25 dataset
Level of theory: ωB97M-V/def2-TZVPD

Results
E_HOMO ... -9.13 eV
LUMO energy ... 0.57 eV
Total charge ... 0
Molar mass ... 116.12 g mol⁻¹
Orbital gap ... 9.7 eV

Structure (XYZ):
```
16
C4H8N2O2 | the OMol25 dataset | ωB97M-V/def2-TZVPD
C 1.226 -0.029 -0.321
C 0.086 -0.699 -1.185
C 0.594 0.031 1.140
C -1.685 0.843 0.731
H 3.082 -0.493 -0.837
H 1.304 0.987 -0.682
H 0.296 -1.616 -1.808
H -0.387 0.051 -1.862
H 0.756 1.029 1.608
H 1.018 -0.796 1.773
H -1.212 1.806 1.017
H -3.148 0.089 -0.300
N -0.812 -0.286 0.896
N -2.728 0.986 0.081
O 2.443 -0.698 -0.113
O -0.833 -1.205 -0.139
```

Atom charges from the Löwdin analysis, given in e for atoms 1 to 8: number 1, C, carries -0.323; number 2, C, carries -0.071; number 3, C, carries -0.084; number 4, C, carries -0.291; number 5, H, carries 0.118; number 6, H, carries 0.130; number 7, H, carries 0.138; number 8, H, carries 0.117

---

ii) ends up most stable, edging out the next structure by 0.0494 hartree.